30
Properties=species:S:1:pos:R:3 method="wB97M-V/def2-TZVPD" homo_lumo_gap_ev="7.1 / 7.1" fmax_ev_per_a=4.826 total_charge=+1 e_tot_ev=-13621.112 e_above_lowest_kj_mol=413.3
C -0.4987 -0.8337 -0.5244
C 1.5168 0.3649 0.6063
C -2.6434 0.3563 0.0064
C -0.5829 -2.0303 0.3890
C -2.8103 -0.1940 1.3816
C -1.4057 0.8435 -1.9014
C 1.9429 2.2962 -0.8527
C 3.0215 -1.5270 0.8241
N -1.5584 0.0731 -0.6906
N 1.1976 1.5703 0.1301
O 2.6087 -0.2566 0.2753
H -0.0262 -0.9812 -1.4609
H 0.8770 -0.1035 1.3700
H -3.0904 1.2791 -0.3570
H 0.1457 -2.8259 0.0718
H -1.4883 -2.5749 0.5567
H -0.1725 -1.7311 1.3327
H -1.9202 -0.3929 1.8977
H -3.4665 -1.1106 1.3886
H -3.4101 0.6814 1.8822
H -0.2806 1.1037 -2.1509
H -1.8906 0.4571 -2.7432
H -1.9235 1.7428 -1.7822
H 1.3887 1.8992 -1.7769
H 1.5858 3.3580 -0.7504
H 3.0294 2.2830 -0.6863
H 4.1336 -1.5694 1.2327
H 2.8778 -2.3073 0.0245
H 2.3684 -1.8107 1.6773
H 0.4744 1.9407 0.6296



51
Properties=species:S:1:pos:R:3 method="wB97M-V/def2-TZVPD" homo_lumo_gap_ev=6.8 fmax_ev_per_a=0.137 total_charge=0 e_tot_ev=-183102.322 e_above_lowest_kj_mol=21.7
Al 0.3291 -0.3031 -0.5854
Se -1.6454 -1.2182 -2.5873
Se -2.2444 -3.4063 -2.1506
C -1.1728 -3.7968 -0.5915
C -1.1405 -5.1337 -0.2100
C -0.4790 -5.4571 0.9587
C 0.1231 -4.4447 1.6910
C 0.0518 -3.1509 1.2135
N -0.5900 -2.8234 0.0827
C -2.4977 -0.3942 -1.0704
C -3.8431 -0.1024 -0.9878
C -4.3011 0.5203 0.1656
C -3.4074 0.8210 1.1801
C -2.0735 0.4881 1.0206
N -1.6380 -0.1107 -0.0892
H -1.6174 -5.8918 -0.8173
H -0.4280 -6.4862 1.2895
H 0.6525 -4.6494 2.6104
H 0.5251 -2.3347 1.7430
H -4.5056 -0.3513 -1.8040
H -5.3476 0.7770 0.2640
H -3.7305 1.3166 2.0841
H -1.3198 0.6910 1.7695
O 2.2396 -0.3141 2.8023
C 2.0483 -0.1841 1.6146
O 0.8289 -0.1214 1.1104
C 3.1988 -0.0102 0.6577
C 4.2720 0.7392 1.1382
C 5.3824 0.9892 0.3544
C 5.4362 0.4632 -0.9286
C 4.3866 -0.2966 -1.4124
C 3.2502 -0.5447 -0.6387
S 1.9993 -1.5981 -1.3530
H 4.2120 1.1141 2.1515
H 6.2013 1.5808 0.7420
H 6.2997 0.6436 -1.5566
H 4.4299 -0.7138 -2.4101
F -2.9743 5.1245 1.0089
C -2.1410 4.2688 0.3686
C -0.9202 3.9671 0.9370
C -0.0807 3.0793 0.2801
C -0.4384 2.4905 -0.9376
C 0.4220 1.4476 -1.5675
C -1.6749 2.8460 -1.4810
C -2.5330 3.7286 -0.8374
H -0.6385 4.4214 1.8779
H 0.8738 2.8241 0.7268
H 1.4801 1.7201 -1.4929
H 0.2012 1.3449 -2.6334
H -1.9724 2.4259 -2.4365
H -3.4888 4.0046 -1.2639



19
Properties=species:S:1:pos:R:3 method="wB97M-V/def2-TZVPD" homo_lumo_gap_ev=9.6 fmax_ev_per_a=4.550 total_charge=0 e_tot_ev=-11406.360 smiles="C=C[C@@](C)(C=O)NN=C" e_above_lowest_kj_mol=552.7
C 2.7450 0.3680 -0.5172
C 1.6154 0.1318 0.1156
C 0.0612 0.3405 -0.1414
C -0.5108 1.5122 0.7818
C -0.3774 0.9261 -1.6552
O -0.0462 1.9909 -1.9725
N -0.7752 -0.7951 -0.0880
N -1.4673 -1.2522 1.0371
C -1.7245 -2.4750 1.0664
H 2.9771 1.1584 -1.3823
H 3.7339 0.2108 -0.0204
H 1.6373 -0.6158 0.8646
H -1.4927 1.8677 0.5957
H 0.3381 2.2016 0.6460
H -0.6903 1.0823 1.6892
H -1.3180 0.4603 -2.4264
H -0.7057 -1.3715 -0.8381
H -1.8452 -3.1508 0.2371
H -2.1546 -2.5901 2.0079



27
Properties=species:S:1:pos:R:3 method="wB97M-V/def2-TZVPD" homo_lumo_gap_ev=9.5 fmax_ev_per_a=0.403 total_charge=0 e_tot_ev=-18720.158 smiles=O.O.O.O.O.O.O.O.O e_above_lowest_kj_mol=190.8
O -1.9270 19.2367 3.5744
H -2.4092 18.4811 3.2167
H -1.0565 18.8919 3.8213
O 0.7348 18.2410 4.3038
H 1.5660 18.6847 4.5010
H 0.9833 17.3028 4.2185
O 0.8738 13.3201 5.6843
H -0.0610 13.0710 5.6601
H 1.3493 12.4839 5.6841
O -1.4699 12.7288 4.0495
H -2.1736 12.0748 4.1229
H -1.1908 12.6859 3.1294
O -1.5689 15.6547 3.6327
H -0.6062 15.6371 3.6996
H -1.8709 15.0764 4.3381
O -5.2371 13.4787 4.8132
H -4.3188 13.7372 4.9326
H -5.3590 12.7148 5.3851
O -3.8405 16.5134 2.0802
H -3.0657 16.0541 2.4319
H -4.0554 16.0587 1.2616
O 1.3815 15.5600 4.1179
H 1.4229 14.7606 4.6805
H 1.8167 15.3188 3.2937
O -0.3744 17.7635 7.0611
H 0.0094 18.5272 6.6224
H -0.0950 17.0270 6.5128



125
Properties=species:S:1:pos:R:3 method="wB97M-V/def2-TZVPD" homo_lumo_gap_ev=7.1 fmax_ev_per_a=0.837 total_charge=+1 e_tot_ev=-102952.924
C 3.5226 1.9343 -2.7039
C 3.4685 0.8011 -3.7122
O 2.1371 0.3057 -3.8645
C 2.1039 -0.7744 -4.7733
C 0.7694 -0.8974 -5.5015
O -0.3116 -0.4465 -4.6619
C -1.4995 -1.1557 -4.8275
C -2.6973 -0.1988 -4.7034
I -4.3668 -1.4128 -5.3962
N -2.4999 0.8346 -5.8077
C -2.2497 2.2842 -5.4718
C -3.4673 3.1461 -5.8500
C -1.9136 2.4960 -4.0124
O -0.5591 2.1380 -3.6928
C 0.2690 2.9613 -4.2540
N 0.9967 3.6005 -4.8760
O -2.8180 1.8395 -3.2037
C -2.9505 0.4315 -3.2673
C -4.3182 0.1773 -2.6620
Cl -1.7776 -0.2926 -2.0957
H 3.8082 1.5932 -1.7095
H 4.2686 2.6615 -3.0247
H 2.5773 2.4615 -2.6211
H 4.1126 -0.0149 -3.3670
H 3.8359 1.1424 -4.6856
H 2.2953 -1.7110 -4.2426
H 2.8753 -0.6425 -5.5408
H 0.6273 -1.9562 -5.7269
H 0.7476 -0.3054 -6.4236
H -1.6128 -1.9946 -4.1380
H -1.5540 -1.5785 -5.8417
H -1.7304 0.5044 -6.3964
H -3.3296 0.8261 -6.4043
H -1.4051 2.6181 -6.0740
H -3.1280 3.9932 -6.4431
H -3.9635 3.5519 -4.9708
H -4.1890 2.6152 -6.4717
H -2.0418 3.5617 -3.8191
H -4.3218 0.7185 -1.7155
H -5.1097 0.5986 -3.2812
H -4.4694 -0.8724 -2.4330
O -0.0927 -1.2651 4.7065
C -0.0539 -0.8938 3.5702
O 0.7813 -1.4314 2.6417
C 0.6840 -0.6864 1.4091
C -0.6769 -0.0078 1.4561
C -0.8559 0.2324 2.9506
H 1.5080 0.0289 1.3768
H 0.7852 -1.3752 0.5735
H -0.7265 0.8960 0.8526
H -1.4439 -0.6964 1.0949
H -0.4172 1.1822 3.2604
H -1.8944 0.1858 3.2642
O -6.2936 4.0317 -6.8041
C -6.7870 3.7626 -5.7461
O -6.7181 4.5786 -4.6745
C -7.3025 3.9444 -3.5194
C -8.2385 2.8808 -4.0815
C -7.5242 2.4878 -5.3740
H -6.4954 3.5151 -2.9203
H -7.8107 4.7025 -2.9304
H -8.4085 2.0566 -3.3920
H -9.2045 3.3265 -4.3184
H -6.7860 1.6970 -5.2127
H -8.2015 2.1950 -6.1710
O 1.8381 -3.8215 -3.1764
C 1.6358 -4.1191 -2.0312
O 2.0986 -3.3830 -1.0043
C 1.7963 -4.0233 0.2563
C 0.6120 -4.9349 -0.0488
C 0.8814 -5.3246 -1.5014
H 2.6724 -4.5733 0.5913
H 1.5703 -3.2575 0.9913
H 0.5387 -5.7770 0.6359
H -0.3210 -4.3693 0.0103
H 1.5302 -6.1978 -1.5828
H -0.0219 -5.4912 -2.0819
O 3.1084 1.5920 5.1677
C 3.7518 0.5829 5.2034
O 5.0890 0.5849 5.4290
C 5.6167 -0.7507 5.2947
C 4.4274 -1.6725 5.5263
C 3.2754 -0.8360 4.9745
H 6.0315 -0.8551 4.2892
H 6.4147 -0.8839 6.0209
H 4.5279 -2.6375 5.0381
H 4.2945 -1.8422 6.5960
H 3.1393 -0.9858 3.9019
H 2.3369 -1.0176 5.4905
O 3.5477 -4.4902 2.8128
C 2.9476 -4.9088 3.7618
O 3.4163 -4.8128 5.0219
C 2.5171 -5.4594 5.9447
C 1.1722 -5.4936 5.2310
C 1.5983 -5.6041 3.7693
H 2.9073 -6.4563 6.1567
H 2.4973 -4.8835 6.8663
H 0.5290 -6.3005 5.5749
H 0.6481 -4.5496 5.3879
H 1.7444 -6.6390 3.4531
H 0.9138 -5.1062 3.0873
O 9.6400 4.2386 2.2926
C 8.7026 3.6810 2.7798
O 8.7130 3.2037 4.0483
C 7.4929 2.4962 4.3280
C 6.4771 3.0393 3.3313
C 7.3641 3.3704 2.1329
H 7.6759 1.4277 4.1914
H 7.2093 2.6747 5.3612
H 5.6741 2.3367 3.1199
H 6.0287 3.9523 3.7240
H 7.4989 2.5142 1.4694
H 7.0164 4.2233 1.5570
O -3.9744 2.2652 2.5439
C -4.3258 2.0893 3.6773
O -3.9752 2.9048 4.6885
C -4.4511 2.3835 5.9450
C -5.6087 1.4623 5.5786
C -5.1725 0.9458 4.2083
H -3.6292 1.8496 6.4252
H -4.7449 3.2187 6.5746
H -5.7823 0.6835 6.3176
H -6.5260 2.0435 5.4779
H -4.5407 0.0588 4.2871
H -6.0030 0.7442 3.5379



83
Properties=species:S:1:pos:R:3 method="wB97M-V/def2-TZVPD" homo_lumo_gap_ev=6.2 fmax_ev_per_a=5.590 total_charge=+1 e_tot_ev=-1934278.889
C -2.8030 0.7539 -1.4467
C -2.6056 1.7357 -2.6604
O -3.5449 2.0525 -3.3569
N -1.2796 2.3091 -2.9619
C -1.3880 3.7680 -3.1793
C -0.7608 1.6062 -4.1684
C -0.4438 0.0798 -3.8024
C 0.9270 -0.3987 -4.4083
C 1.3867 -1.8212 -3.8577
C 1.5949 -1.7762 -2.3052
C 1.5376 -3.0509 -1.5573
N 1.6861 -3.0119 -0.1687
N 1.8681 -1.8415 0.3562
C 1.9814 -0.5809 -0.1804
P 2.2562 1.0111 0.7930
O 2.6756 2.0781 -0.1829
O 3.3198 0.8195 2.0431
O 0.7787 1.4752 1.4080
C 1.8412 -0.4794 -1.6504
H -2.8576 -0.3010 -1.8464
H -1.9653 0.8602 -0.7060
H -3.7694 0.9753 -0.9188
H -2.1178 4.2523 -2.4758
H -0.4007 4.2943 -3.0572
H -1.7428 3.9627 -4.2284
H 0.1693 2.1459 -4.4838
H -1.5558 1.6096 -4.9625
H -0.5066 0.0199 -2.6841
H -1.2867 -0.5652 -4.1936
H 0.7589 -0.5045 -5.5203
H 1.7410 0.3615 -4.2777
H 2.3494 -2.1217 -4.3625
H 0.5765 -2.5485 -4.1263
H 1.3661 -4.0113 -2.0845
H 1.9430 -1.8547 1.3920
H 3.3160 1.6987 2.4974
H 0.1685 0.7300 1.2136
H 1.9159 0.5057 -2.1589
C 1.3878 1.0209 5.1262
Br 0.4665 -0.1340 6.3675
Br 0.7164 2.8323 5.1913
Br 3.3053 0.9546 5.3679
H 1.1837 0.6398 4.1295
C -0.7367 -6.3553 0.1725
Br -2.2608 -6.6804 -0.9748
Br 0.2807 -4.7990 -0.3972
Br -1.2480 -6.2264 2.0324
H -0.0803 -7.2157 0.0808
C 2.8166 6.0933 3.1764
Br 3.4610 5.4760 4.8895
Br 3.0718 4.7540 1.8067
Br 0.9771 6.6837 3.2665
H 3.4141 6.9559 2.8995
C 4.7844 1.1398 -5.9610
Br 3.2786 0.8285 -7.1351
Br 5.7756 2.7179 -6.4660
Br 4.2447 1.1983 -4.1004
H 5.4542 0.2931 -6.0706
C -3.9544 2.7890 1.8338
Br -4.5122 4.0313 0.4613
Br -4.7256 1.0351 1.5662
Br -2.0256 2.7145 1.9935
H -4.3369 3.1633 2.7784
C 0.5809 -0.1400 10.3650
Br -0.3369 -1.3159 11.5957
Br -0.1092 1.6648 10.4457
Br 2.4980 -0.1875 10.6188
H 0.3843 -0.5106 9.3646
C -8.6720 2.4294 1.3893
Br -10.4568 3.0621 1.0031
Br -7.7924 3.5274 2.7194
Br -8.6645 0.5598 1.8863
H -8.0971 2.5176 0.4727
C -0.3944 -7.0881 -5.2144
Br -2.1692 -6.4423 -5.6240
Br 0.4843 -5.9745 -3.8927
Br -0.4070 -8.9455 -4.6851
H 0.1896 -7.0191 -6.1264
C 3.0613 -2.7420 4.3997
Br 3.7697 -3.3845 2.7185
Br 1.1228 -2.6784 4.3757
Br 3.7268 -3.7586 5.8990
H 3.4145 -1.7226 4.5248



18
Properties=species:S:1:pos:R:3 method="wB97M-V/def2-TZVPD" homo_lumo_gap_ev="7.4 / 7.3" fmax_ev_per_a=3.456 total_charge=+1 e_tot_ev=-16633.329 spin_multiplicity=2 s_squared=0.754 e_above_lowest_kj_mol=539.1
O 2.3555 -0.2251 0.7406
C 2.0158 0.3288 1.8922
C 0.8166 0.1186 2.5458
H 2.7507 1.0211 2.3354
H 1.0125 -0.3311 3.5296
H -0.2063 -0.2628 2.5690
O 0.6293 -1.2571 -2.3152
C -0.7484 -1.0873 -2.3612
C -1.1878 0.1390 -1.5652
O -0.4957 0.0802 -0.3028
C -0.7961 1.0377 0.6367
In 1.2940 -0.7735 -0.6334
H -1.2829 -1.9715 -1.9544
H -1.1209 -0.9475 -3.3946
H -2.2715 0.1477 -1.3817
H -0.8816 1.0714 -2.0657
H -0.0169 1.7491 0.9153
H -1.8666 1.1624 0.8095



15
Properties=species:S:1:pos:R:3 method="wB97M-V/def2-TZVPD" homo_lumo_gap_ev=10.6 fmax_ev_per_a=0.489 total_charge=0 e_tot_ev=-10418.331 smiles=COC1(O)COC1 e_above_lowest_kj_mol=257.9
C 1.9808 0.7274 -0.2893
O 1.0027 0.1942 0.5727
C -0.1733 -0.2961 0.0159
O 0.0122 -0.9437 -1.2051
C -1.4629 0.5667 0.0207
O -2.1418 -0.4298 0.7880
C -0.9229 -1.1436 1.0385
H 2.3133 -0.0030 -1.0344
H 1.6414 1.6435 -0.7952
H 2.8278 0.9745 0.3528
H -0.2404 -0.3540 -1.9303
H -1.9010 0.7070 -0.9746
H -1.4036 1.5330 0.5355
H -0.5495 -0.9549 2.0495
H -0.9828 -2.2213 0.8550



9
Properties=species:S:1:pos:R:3 method="wB97M-V/def2-TZVPD" homo_lumo_gap_ev="5.4 / 5.4" fmax_ev_per_a=3.298 total_charge=0 e_tot_ev=-20123.600 e_above_lowest_kj_mol=441.7
C 1.4856 -0.8255 0.4190
C 0.7367 0.7792 -0.5701
N 1.8674 0.2308 -0.2654
N 0.2063 -0.9574 0.5434
N -0.2843 0.0612 -0.0734
F -3.6482 1.0455 0.5885
S -3.0812 -0.3457 -0.1407
H 2.2110 -1.5898 0.6547
H 0.5068 1.6017 -1.1558



19
Properties=species:S:1:pos:R:3 method="wB97M-V/def2-TZVPD" homo_lumo_gap_ev=11.7 fmax_ev_per_a=1.770 total_charge=+1 e_tot_ev=-10828.963 e_above_lowest_kj_mol=18.3
C -0.0520 -2.2620 -0.0474
N -0.0532 -0.7740 -0.1849
C 0.5331 -0.1508 -1.1769
N 0.2472 1.1290 -1.4409
N 1.3698 -0.8020 -1.9766
H 0.9095 -2.6088 0.2659
H -0.3442 -2.7015 -0.9925
H -0.7543 -2.4375 0.7471
H -0.8309 -0.3932 0.3430
H -0.1974 1.7356 -0.7598
H 0.9147 1.6092 -2.0252
H 2.1047 -0.3445 -2.4873
H 1.6228 -1.7641 -1.8036
H -0.8090 0.1676 2.8036
H -2.2437 -0.1269 2.7812
O -1.4742 -0.1909 2.1971
H 0.3710 3.5658 0.8527
H -0.9509 3.3359 1.7945
O -0.3629 3.0130 1.1099



38
Properties=species:S:1:pos:R:3 method="wB97M-V/def2-TZVPD" homo_lumo_gap_ev=8.9 fmax_ev_per_a=0.678 total_charge=0 e_tot_ev=-39862.580 smiles="O=C(Cn1c(=O)sc2ccccc21)Nc1ccc2c(c1)OCCO2" e_above_lowest_kj_mol=0.0
O -1.4697 -0.3950 2.3653
C -0.5255 -0.1811 1.6394
C -0.6491 0.6809 0.3828
N -2.0278 0.7239 -0.0357
C -2.7447 1.8770 0.0987
O -2.3099 2.9462 0.4323
S -4.4444 1.5654 -0.3556
C -4.0887 -0.1211 -0.6625
C -4.9579 -1.1123 -1.0772
C -4.4578 -2.3898 -1.2617
C -3.1159 -2.6645 -1.0373
C -2.2430 -1.6736 -0.6229
C -2.7363 -0.3923 -0.4313
N 0.6849 -0.7455 1.8890
C 1.8971 -0.6946 1.1822
C 2.6521 -1.8628 1.0803
C 3.8466 -1.8643 0.3913
C 4.3221 -0.7012 -0.2013
C 3.5973 0.4858 -0.0508
C 2.3897 0.4820 0.6352
O 4.0452 1.6780 -0.5484
C 5.4073 1.6546 -0.9185
C 5.7156 0.3848 -1.7100
O 5.4932 -0.7550 -0.9081
H -0.3677 1.7131 0.6149
H -0.0154 0.2971 -0.4221
H -5.9978 -0.8859 -1.2477
H -5.1199 -3.1792 -1.5820
H -2.7438 -3.6666 -1.1861
H -1.2022 -1.8967 -0.4469
H 0.6638 -1.4007 2.6624
H 2.2928 -2.7734 1.5345
H 4.4310 -2.7643 0.2914
H 1.8789 1.4217 0.7532
H 6.0383 1.6833 -0.0200
H 5.5801 2.5491 -1.5178
H 5.0712 0.3476 -2.5990
H 6.7624 0.3500 -2.0139